1.
7 unconnected molecules or ions with the total composition C13H31BN3O7P in a non-equilibrium geometry. Source: the Open Molecules 2025 dataset; level of theory: ωB97M-V with the def2-TZVPD basis set.

Atoms and positions in Å:
C -3.03 0.16 2.47
C -3.37 -1.22 1.87
C -3.33 -1.27 0.32
C -3.62 -2.75 -0.11
C -2.06 -0.71 -0.31
C -2.19 0.29 -1.23
C -1.04 0.84 -1.90
P -1.28 2.16 -3.14
N -0.14 3.26 -3.07
C 0.19 0.35 -1.58
C 0.37 -0.69 -0.62
N 1.64 -1.09 -0.35
C 1.72 -2.02 0.58
B 3.16 -2.55 1.03
C 3.89 -3.81 0.43
O 3.78 -1.82 2.06
C 0.55 -2.59 1.20
N -0.69 -2.24 0.96
C -0.76 -1.24 0.03
H -1.94 0.33 2.43
H -3.59 0.94 1.94
H -3.29 0.19 3.55
H -4.42 -1.44 2.16
H -2.73 -1.97 2.34
H -4.18 -0.68 -0.05
H -4.70 -2.93 -0.10
H -3.23 -2.86 -1.14
H -3.16 -3.48 0.57
H -3.18 0.69 -1.47
H -2.52 2.82 -2.96
H -1.36 1.51 -4.38
H -0.54 4.18 -2.89
H 1.06 0.79 -2.07
H 3.16 -4.44 -0.10
H 4.27 -4.39 1.29
H 4.78 -3.58 -0.18
H 3.15 -1.88 2.80
H 0.70 -3.36 1.96
O -1.76 2.71 0.85
H -1.24 3.52 0.93
H -1.49 2.35 -0.01
O -2.36 1.29 -6.32
H -1.57 1.46 -6.84
H -2.99 1.95 -6.61
O -3.27 -0.05 5.66
H -2.60 0.45 6.13
H -4.09 0.21 6.09
O 6.68 -0.01 1.86
H 5.84 -0.48 1.99
H 7.03 -0.37 1.05
O 2.42 5.16 -3.93
H 1.58 4.69 -3.82
H 2.79 4.79 -4.73
O 7.81 3.02 1.48
H 7.81 2.12 1.82
H 7.76 3.57 2.27

The calculation puts the HOMO-LUMO gap at 8.2 eV. The total energy comes out at -1571.102993 a.u. For the LUMO energy, the calculation gives -0.623 eV.

---

2.
A molecular structure, C13H31CaN2O5SbSe4 in a non-equilibrium geometry. Source: the Open Molecules 2025 dataset; level of theory: ωB97M-V with the def2-TZVPD basis set.

Atoms and positions in Å:
Ca -3.91 -2.49 15.76
C -2.06 -3.30 13.13
C -1.95 -4.63 13.75
O -2.63 -4.59 15.01
C -2.20 -5.50 16.02
C -1.42 -4.74 17.06
O -1.95 -3.47 17.34
C -0.98 -2.49 17.75
C -1.60 -1.15 17.60
O -2.13 -1.04 16.22
C -1.26 -0.46 15.23
C -1.53 -1.13 13.86
O -2.31 -2.30 14.08
H -1.14 -3.07 12.63
H -2.84 -3.34 12.36
H -2.50 -5.43 13.17
H -0.89 -4.90 13.87
H -3.12 -5.92 16.40
H -1.56 -6.27 15.53
H -1.44 -5.25 18.07
H -0.36 -4.66 16.79
H -0.68 -2.78 18.78
H -0.06 -2.55 17.16
H -2.46 -1.01 18.28
H -0.79 -0.34 17.72
H -1.42 0.61 15.14
H -0.24 -0.66 15.52
H -2.07 -0.44 13.16
H -0.55 -1.36 13.41
Se -6.53 1.80 11.67
Sb -5.61 -0.40 11.55
Se -6.21 -1.82 13.59
Se -6.67 -1.19 9.41
Se -3.21 -0.31 10.89
C -4.84 -3.04 19.17
O -4.52 -2.76 17.83
H -4.03 -3.62 19.65
H -5.79 -3.68 19.19
H -5.14 -2.21 19.80
C -7.55 -6.16 13.58
C -7.46 -5.63 15.03
C -8.55 -4.53 15.25
C -7.64 -6.76 16.02
N -6.10 -5.08 15.08
N -5.74 -4.36 16.23
H -8.55 -6.58 13.41
H -6.81 -6.92 13.37
H -7.35 -5.33 12.87
H -9.51 -4.95 15.01
H -8.41 -3.75 14.48
H -8.66 -4.08 16.24
H -8.70 -6.89 16.39
H -7.06 -6.53 16.89
H -7.34 -7.71 15.64
H -6.01 -4.45 14.28
H -5.54 -4.97 17.03
H -6.41 -3.62 16.54

The calculation puts the HOMO-LUMO gap at 3.2 eV. The total energy comes out at -11523.262341 a.u. As for the total charge: -2. For the LUMO energy, the calculation gives 3.451 eV.

---

3.
3 unconnected molecules or ions with the total composition C13H31FN3O3S in a non-equilibrium geometry. Source: the Open Molecules 2025 dataset; level of theory: ωB97M-V with the def2-TZVPD basis set.

Atoms and positions in Å:
O -8.32 -2.15 0.41
C -7.47 -1.92 -0.34
F -7.80 -1.12 -1.44
C -6.02 -2.45 -0.10
N -5.60 -2.07 1.22
C -4.61 -1.00 1.16
C -5.08 0.26 0.37
C -4.15 1.53 0.40
S -3.32 1.84 2.02
H -6.08 -3.55 -0.16
H -5.31 -2.13 -0.89
H -3.67 -1.38 0.69
H -4.37 -0.78 2.21
H -6.09 0.52 0.73
H -5.21 0.02 -0.69
H -3.38 1.52 -0.37
H -4.79 2.40 0.23
H -1.98 1.73 1.87
C 1.85 -1.54 0.60
C 0.90 -1.04 -0.49
C -0.34 -0.31 0.05
O -1.33 -1.15 0.60
C -1.06 -1.60 1.92
N 0.53 -2.17 -1.35
H 1.49 -2.45 1.08
H 2.83 -1.77 0.17
H 1.99 -0.78 1.37
H 1.46 -0.32 -1.09
H -0.82 0.19 -0.79
H -0.06 0.48 0.76
H -0.54 -0.84 2.51
H -0.47 -2.53 1.89
H -2.01 -1.83 2.40
H 0.00 -1.81 -2.14
H -0.14 -2.73 -0.84
C 6.84 1.60 -0.65
C 5.87 2.10 -1.71
C 4.63 2.81 -1.15
O 3.65 1.96 -0.58
C 3.95 1.50 0.73
N 5.50 0.97 -2.57
H 6.50 0.68 -0.17
H 7.81 1.39 -1.09
H 6.99 2.36 0.13
H 6.40 2.83 -2.33
H 4.12 3.31 -1.98
H 4.91 3.60 -0.44
H 4.47 2.27 1.32
H 4.54 0.59 0.69
H 3.01 1.26 1.22
H 4.95 1.31 -3.36
H 4.84 0.39 -2.05

The calculation puts the HOMO-LUMO gap at 4.0 eV. The total energy comes out at -1401.878292 a.u. As for the total charge: -1. For the LUMO energy, the calculation gives 2.151 eV.

---

4.
3 unconnected molecules or ions with the total composition C13H31FNO4 in a non-equilibrium geometry. Source: the Open Molecules 2025 dataset; level of theory: ωB97M-V with the def2-TZVPD basis set.

Atoms and positions in Å:
C -1.68 1.69 -3.36
C -0.77 1.56 -2.14
O 0.44 0.86 -2.37
C 0.28 -0.45 -2.88
C -0.62 -1.35 -2.06
O -1.84 -1.55 -2.72
C -2.66 -2.60 -2.11
N -3.98 -2.24 -1.79
C -4.12 -0.95 -1.38
C -5.56 -0.66 -0.97
F -3.27 -0.57 -0.19
H -1.15 1.49 -4.29
H -2.10 2.69 -3.38
H -2.52 1.00 -3.28
H -0.46 2.56 -1.83
H -1.30 1.14 -1.29
H -0.06 -0.44 -3.91
H 1.28 -0.87 -2.88
H -0.79 -0.94 -1.06
H -0.11 -2.31 -1.94
H -2.67 -3.42 -2.84
H -2.10 -2.96 -1.23
H -3.82 -0.21 -2.15
H -5.97 0.21 -1.49
H -6.18 -1.53 -1.16
H -5.59 -0.43 0.09
C 0.53 1.71 3.18
C -0.34 1.19 2.04
C -0.29 -0.33 1.96
O 0.08 1.76 0.81
H 1.57 1.43 3.01
H 0.49 2.80 3.24
H 0.21 1.31 4.15
H -1.37 1.51 2.18
H 0.74 -0.66 1.77
H -0.91 -0.68 1.14
H -0.64 -0.79 2.89
H 0.99 1.49 0.63
C 5.50 0.99 2.45
C 4.20 0.20 2.38
C 4.43 -1.28 2.63
O 3.55 0.41 1.13
H 6.20 0.64 1.68
H 5.31 2.05 2.28
H 5.98 0.88 3.42
H 3.51 0.58 3.13
H 5.09 -1.70 1.86
H 3.49 -1.83 2.58
H 4.88 -1.46 3.60
H 4.12 0.08 0.43

The energy above the lowest of the compared OMol25 structures with the same formula, charge and spin is 0.00 kcal/mol. The calculation puts the HOMO-LUMO gap at 5.0 eV. The total energy comes out at -969.455933 a.u. As for the total charge: -1. For the LUMO energy, the calculation gives 2.428 eV.

---

5.
3 unconnected molecules or ions with the total composition C13H31FO4P in a non-equilibrium geometry. Source: the Open Molecules 2025 dataset; level of theory: ωB97M-V with the def2-TZVPD basis set.

Atoms and positions in Å:
O 0.43 2.16 0.48
C -0.51 1.37 0.64
F -1.80 1.94 0.93
C -0.28 -0.20 0.59
P 1.46 -0.71 0.09
C 2.12 0.09 -1.48
C 1.01 0.77 -2.43
C -0.26 -0.16 -2.77
O -1.48 0.53 -2.32
H -0.45 -0.62 1.65
H -1.04 -0.75 -0.08
H 1.63 -2.15 0.07
H 2.33 -0.27 1.16
H 2.94 0.86 -1.22
H 2.68 -0.74 -2.07
H 0.69 1.82 -2.06
H 1.54 0.97 -3.44
H -0.14 -1.17 -2.23
H -0.36 -0.28 -3.89
H -2.08 -0.12 -1.89
C -1.96 5.30 1.83
C -2.56 4.86 3.15
O -3.28 5.88 3.81
C -4.41 6.41 3.12
C -5.49 5.37 2.86
H -1.37 6.21 1.95
H -1.31 4.51 1.42
H -2.73 5.51 1.08
H -1.75 4.57 3.82
H -3.19 3.97 3.02
H -4.10 6.90 2.20
H -4.82 7.19 3.77
H -5.15 4.61 2.14
H -6.38 5.84 2.44
H -5.76 4.85 3.78
C 4.12 -5.37 0.18
C 2.66 -5.16 -0.21
O 2.50 -4.59 -1.51
C 3.01 -5.35 -2.60
C 2.34 -6.70 -2.76
H 4.69 -4.44 0.05
H 4.19 -5.69 1.22
H 4.59 -6.13 -0.44
H 2.21 -4.46 0.49
H 2.10 -6.09 -0.13
H 4.09 -5.45 -2.53
H 2.81 -4.75 -3.50
H 2.58 -7.37 -1.93
H 2.67 -7.18 -3.68
H 1.25 -6.59 -2.78

The calculation puts the HOMO-LUMO gap at 7.6 eV. The total energy comes out at -1255.734087 a.u. As for the total charge: +1. For the LUMO energy, the calculation gives -3.641 eV.

---

6.
A molecular structure, C13H31InN2O4 in a non-equilibrium geometry. Source: the Open Molecules 2025 dataset; level of theory: ωB97M-V with the def2-TZVPD basis set.

Atoms and positions in Å:
C 3.08 2.23 2.44
C 4.30 1.32 2.30
O 4.03 -0.06 2.17
C 2.90 -0.37 1.36
C 3.07 -1.81 0.87
O 2.28 -2.10 -0.25
C 0.87 -2.00 0.00
In -0.20 -0.21 -0.79
C -2.36 -0.76 -0.77
C -3.27 -0.19 0.32
C -4.77 -0.30 -0.12
C -3.01 1.26 0.71
N 0.17 0.15 -2.89
C -0.46 1.32 -3.33
C 0.12 2.67 -2.93
O -1.50 1.30 -3.95
C 1.52 -0.02 -3.30
C 2.65 0.45 -2.41
O 1.79 -0.60 -4.32
H 2.31 1.76 3.04
H 2.66 2.49 1.47
H 3.40 3.15 2.92
H 4.91 1.41 3.20
H 4.93 1.66 1.46
H 1.99 -0.28 1.95
H 2.82 0.28 0.49
H 2.87 -2.52 1.68
H 4.11 -1.93 0.56
H 0.70 -2.05 1.09
H 0.41 -2.91 -0.43
H 0.21 1.17 0.24
H -2.75 -0.46 -1.75
H -2.39 -1.86 -0.73
H -3.19 -0.85 1.21
H -4.85 -0.79 -1.09
H -5.23 0.68 -0.22
H -5.39 -0.88 0.58
H -2.01 1.42 1.09
H -3.71 1.56 1.50
H -3.21 1.90 -0.15
H -0.04 3.39 -3.73
H -0.39 3.00 -2.02
H 1.18 2.62 -2.69
H 3.05 -0.42 -1.88
H 3.45 0.85 -3.04
H 2.36 1.20 -1.67
N -3.89 -3.19 2.37
H -3.70 -3.37 1.38
H -4.41 -2.31 2.43
H -4.42 -3.95 2.78
H -2.99 -3.07 2.86

The calculation puts the HOMO-LUMO gap at 4.9 eV. The total energy comes out at -1114.318166 a.u. For the LUMO energy, the calculation gives -2.241 eV.

---

7.
A molecular structure, C13H32AlF3IO3 in a non-equilibrium geometry. Source: the Open Molecules 2025 dataset; level of theory: ωB97M-V with the def2-TZVPD basis set.

Atoms and positions in Å:
C 2.42 2.29 -0.38
C 2.27 0.71 -0.44
C 0.96 0.33 -1.27
I 1.21 -1.74 -1.99
Al -0.66 0.45 0.01
C -2.01 1.77 -0.80
F -1.63 2.13 -2.10
F -3.33 1.35 -0.87
F -2.03 2.96 -0.06
H 1.57 2.80 -0.89
H 3.40 2.55 -0.83
H 2.43 2.61 0.70
H 2.23 0.33 0.61
H 3.12 0.24 -0.99
H 0.84 1.03 -2.14
H -1.21 -1.03 0.21
H -0.11 1.00 1.39
C -1.81 -1.39 -5.76
C -1.03 -2.62 -6.20
C -1.95 -3.81 -6.43
O -0.06 -2.94 -5.20
H -2.33 -1.58 -4.82
H -1.14 -0.55 -5.59
H -2.55 -1.10 -6.52
H -0.48 -2.40 -7.12
H -2.47 -4.08 -5.51
H -1.37 -4.69 -6.73
H -2.69 -3.60 -7.20
H -0.53 -3.14 -4.39
C -1.97 -4.41 2.30
C -0.72 -3.86 2.99
C -1.00 -3.53 4.45
O -0.29 -2.69 2.31
H -2.78 -3.67 2.32
H -1.76 -4.63 1.26
H -2.31 -5.32 2.79
H 0.09 -4.59 2.92
H -1.78 -2.76 4.54
H -0.10 -3.12 4.92
H -1.32 -4.42 5.00
H -1.00 -2.03 2.36
C 2.72 5.76 3.17
C 1.90 4.48 3.12
C 0.94 4.39 4.29
O 2.78 3.36 3.13
H 3.33 5.80 4.08
H 3.41 5.81 2.32
H 2.08 6.64 3.14
H 1.34 4.44 2.18
H 1.49 4.38 5.24
H 0.37 3.46 4.25
H 0.25 5.23 4.30
H 3.28 3.38 3.95

The calculation puts the HOMO-LUMO gap at 7.6 eV. The total energy comes out at -1579.999173 a.u. As for the total charge: -1. For the LUMO energy, the calculation gives 2.760 eV.

---

8.
5 unconnected molecules or ions with the total composition C13H32F3N4O7S in a non-equilibrium geometry. Source: the Open Molecules 2025 dataset; level of theory: ωB97M-V with the def2-TZVPD basis set.

Atoms and positions in Å:
C 8.94 -4.54 4.92
C 8.27 -5.13 6.07
O 7.41 -5.99 5.87
N 8.36 -4.45 7.45
H 9.31 -4.42 7.80
H 8.10 -3.48 7.37
C 7.37 -5.03 8.47
H 8.26 -4.58 4.07
H 9.76 -5.22 4.71
H 9.21 -3.50 5.07
H 6.42 -4.83 7.96
H 7.45 -4.56 9.45
H 7.39 -6.11 8.60
C 16.64 -5.95 10.44
C 16.66 -6.11 8.88
O 16.95 -5.06 8.19
N 16.20 -7.43 8.27
H 16.89 -7.83 7.66
H 16.10 -7.96 9.13
C 14.80 -7.24 7.66
H 17.56 -5.43 10.73
H 16.62 -6.89 10.99
H 15.92 -5.21 10.79
H 14.83 -6.51 6.85
H 14.23 -7.00 8.56
H 14.34 -8.07 7.11
C 16.18 -2.04 8.49
C 15.49 -2.08 9.85
O 15.97 -2.70 10.79
N 14.32 -1.07 10.05
H 14.56 -0.11 9.82
H 13.60 -1.35 9.40
C 13.73 -1.01 11.43
H 17.18 -2.45 8.66
H 16.28 -0.99 8.22
H 15.64 -2.64 7.77
H 14.56 -0.61 12.01
H 13.61 -2.06 11.69
H 12.86 -0.36 11.54
C 11.70 -8.63 11.71
C 12.46 -7.43 11.31
O 13.70 -7.40 11.08
N 11.56 -6.17 11.02
H 11.62 -5.95 10.04
H 10.58 -6.31 11.18
C 12.19 -5.01 11.80
H 11.09 -8.41 12.58
H 12.38 -9.48 11.74
H 10.98 -8.88 10.92
H 13.19 -4.97 11.38
H 12.17 -5.08 12.89
H 11.54 -4.16 11.57
C 12.62 -4.38 6.45
F 13.96 -4.29 6.36
F 12.16 -3.52 5.57
F 12.21 -5.60 6.25
S 12.26 -3.92 8.24
O 13.01 -4.90 9.04
O 12.68 -2.52 8.36
O 10.82 -4.13 8.48

The calculation puts the HOMO-LUMO gap at 10.3 eV. The total energy comes out at -1957.004279 a.u. As for the total charge: +3. For the LUMO energy, the calculation gives -8.466 eV.

---

9.
A molecular structure, C13H32GaGeN4O3 in a non-equilibrium geometry. Source: the Open Molecules 2025 dataset; level of theory: ωB97M-V with the def2-TZVPD basis set.

Atoms and positions in Å:
Ga 1.10 0.38 0.39
C -1.61 3.55 1.16
Ge -0.67 3.30 -0.58
C -0.26 5.18 -1.18
C -1.89 2.53 -1.97
C 1.00 2.29 -0.45
H -2.70 3.53 1.07
H -1.32 4.50 1.60
H -1.31 2.77 1.85
H -1.16 5.77 -1.30
H 0.28 5.19 -2.13
H 0.37 5.67 -0.44
H -2.91 2.88 -1.88
H -1.88 1.45 -1.89
H -1.53 2.78 -2.97
H 1.72 2.90 0.10
H 1.38 2.21 -1.48
C -0.09 -3.17 -0.41
N -1.36 -2.69 0.10
C -2.08 -3.59 0.96
C -1.65 -1.37 0.02
O -0.88 -0.52 -0.39
N -2.93 -1.04 0.47
C -4.10 -1.62 -0.16
C -3.11 0.33 0.89
H -0.24 -3.70 -1.36
H 0.36 -3.85 0.31
H 0.60 -2.32 -0.53
H -1.36 -4.11 1.60
H -2.65 -4.34 0.40
H -2.76 -3.04 1.61
H -3.81 -2.45 -0.81
H -4.61 -0.87 -0.77
H -4.81 -1.98 0.59
H -2.17 0.66 1.33
H -3.88 0.36 1.66
H -3.38 1.00 0.07
C 3.84 -2.21 1.03
C 3.38 -1.36 -0.18
C 4.25 -0.08 -0.20
C 3.69 -2.14 -1.48
N 1.98 -1.12 -0.12
H 4.89 -2.48 0.97
H 3.24 -3.12 1.09
H 3.68 -1.63 1.94
H 5.31 -0.31 -0.29
H 4.06 0.48 0.71
H 3.94 0.53 -1.05
H 4.76 -2.33 -1.57
H 3.35 -1.55 -2.33
H 3.16 -3.09 -1.49
O 1.90 1.07 2.37
N 0.91 0.56 2.96
O -0.02 0.21 2.15

The energy above the lowest of the compared OMol25 structures with the same formula, charge and spin is 17.82 kcal/mol. The calculation puts the HOMO-LUMO gap at 5.5 eV. The total energy comes out at -4960.939003 a.u. As for the total charge: -1. For the LUMO energy, the calculation gives 2.797 eV.